(1)
The following is a DFT calculation (ωB97M-V/def2-TZVPD) of 3 unconnected molecules or ions with the total composition C28H38F5N3O2S at a distorted geometry.

SMILES ... O=C1NC(=O)c2c(C(F)(F)c3cccc(C(F)(F)F)c3)ccc(S)c21.CCN(CC)CC.CCN(CC)CC
HOMO level ... -0.302 Ha
Electronic energy ... -2302.0111 hartree
Energy above the lowest of the compared OMol25 structures with the same formula, charge and spin ... 0.0 kcal per mole

XYZ file:
```
77
Properties=species:S:1:pos:R:3:mulliken_charge:R:1
H 1.556 4.501 1.384 0.3614
C -0.474 -0.923 2.235 0.0039
H -6.073 2.679 2.496 0.5061
O 0.318 -2.861 4.603 -0.4993
H 3.154 3.723 -1.942 0.3802
H 1.045 3.311 2.573 0.4440
H -2.572 1.525 1.293 0.5550
H 3.542 1.425 -1.847 0.2433
H 0.962 -3.270 -6.500 0.2260
C -2.525 -1.035 5.313 0.3315
C 1.713 -3.662 -4.481 -0.6969
H 2.261 -4.490 -4.021 0.4127
H 5.601 2.066 -0.691 0.2868
N 2.675 2.530 -0.318 0.2872
C -2.147 0.779 1.944 -0.7704
C -1.039 -1.167 3.484 -0.3797
F -7.450 -3.031 3.805 -0.2466
F -3.940 1.636 4.909 -0.3058
H 3.958 -0.184 -3.727 0.2402
H 1.880 -1.116 1.415 0.0881
H 3.281 2.693 1.715 0.2577
H 1.797 -0.482 -3.437 0.0427
H -8.514 -0.751 1.756 0.4593
F -5.608 -3.266 2.721 -0.2622
H 4.988 1.483 0.863 0.3308
H 5.356 0.350 -0.430 0.4222
C 4.943 1.339 -0.217 -1.2643
C 3.697 -2.296 -4.193 -0.4660
H 2.129 4.474 -0.769 0.3998
H 0.384 3.251 0.933 0.3272
C -6.794 -2.625 2.718 0.8426
F -7.464 -3.067 1.648 -0.2645
C 2.387 2.500 1.102 -0.0747
C 3.509 1.424 -0.755 -0.4062
H 5.159 4.196 -0.638 0.2780
C -6.207 1.612 2.568 -0.6671
C 4.210 4.580 -0.267 -1.0107
C 1.483 -1.230 -4.171 -0.4022
H -2.169 -2.952 5.554 0.3194
H 4.175 -3.230 -3.885 0.4718
H -8.159 1.671 1.657 0.3949
H 3.936 -2.159 -5.259 0.2506
C -0.634 -2.157 4.540 0.0866
H 1.503 -4.916 -6.228 0.4006
C -6.616 -1.134 2.669 -0.2798
S 0.874 -1.955 1.715 -0.2174
C 1.722 -3.870 -6.001 -0.9841
C -2.143 -0.472 3.976 0.7693
H 4.161 5.634 -0.547 0.3766
C -5.218 0.793 3.098 0.1017
C -1.052 0.073 1.469 -0.5700
H 0.899 -1.106 -6.279 0.3040
H -0.674 0.287 0.481 0.6208
C -2.700 0.538 3.195 0.2087
H 2.538 -0.527 -5.961 0.2427
H 0.687 -3.758 -4.116 0.3521
H 4.224 4.535 0.823 0.2560
C 1.525 -0.580 -5.561 -1.0754
C -5.434 -0.579 3.147 -0.0067
H 2.691 -3.638 -6.442 0.2750
N -1.605 -2.102 5.595 -0.3841
H 4.127 -1.269 -2.337 0.2473
C 3.009 3.833 -0.864 -0.6671
H 2.991 0.496 -0.485 0.1927
H 2.036 1.494 1.353 0.1634
N 2.272 -2.429 -3.953 0.1637
C 4.327 -1.159 -3.404 -1.2620
C -3.909 1.375 3.597 1.4011
F -3.758 2.604 2.988 -0.3422
O -3.408 -0.739 6.043 -0.4844
C -7.388 1.055 2.092 -0.7093
C -7.604 -0.315 2.137 -0.7591
H 0.446 -1.453 -3.909 0.3792
C 1.283 3.453 1.518 -1.5587
H 1.148 0.443 -5.498 0.4120
H -4.692 -1.244 3.556 0.4415
H 5.408 -1.161 -3.549 0.4586
```



(2)
The following is a DFT calculation (ωB97M-V/def2-TZVPD) of C4H5NO in the gas phase.

HOMO level ... -0.329 Ha
Electronic energy ... -285.2880 hartree
Energy above the lowest of the compared OMol25 structures with the same formula, charge and spin ... 79.4 kcal per mole

XYZ file:
```
11
Properties=species:S:1:pos:R:3:nbo_charge:R:1
H 2.378 -0.617 0.059 0.3619
O -1.444 1.252 0.182 -0.4611
H -0.557 -1.867 -0.461 0.2370
H 2.178 0.907 -0.511 0.3765
H 0.553 -0.015 1.314 0.2391
C -1.747 -0.094 -0.144 0.0772
C -0.643 -0.819 -0.212 -0.2495
C 0.475 0.097 0.204 -0.2546
C -0.147 1.473 0.298 0.2746
N 1.753 -0.013 -0.462 -0.8148
H -2.800 -0.304 -0.268 0.2138
```



(3)
The following is a DFT calculation (ωB97M-V/def2-TZVPD) of 2 unconnected molecules or ions with the total composition C7H14N3O at a distorted geometry.

Charge ... +1
HOMO level ... -0.449 Ha
Electronic energy ... -514.3204 hartree
Energy above the lowest of the compared OMol25 structures with the same formula, charge and spin ... 56.1 kcal per mole

XYZ file:
```
25
Properties=species:S:1:pos:R:3:nbo_charge:R:1
C -2.300 0.261 -0.088 0.3224
H -3.045 2.232 -0.162 0.2165
H -1.009 -0.525 -1.617 0.2247
C 1.300 -2.067 1.044 -0.4157
C 2.008 -0.046 -0.253 0.3313
H -3.614 1.317 1.321 0.2242
C 1.597 1.307 -0.391 -0.1253
O -2.213 -0.952 0.457 -0.7188
H -0.242 2.024 0.422 0.4643
C -1.582 0.399 -1.482 -0.6663
N 3.146 -0.460 -0.944 -0.7968
C -2.972 1.297 0.415 -0.5605
H 0.291 -2.448 1.231 0.2503
N 0.569 1.441 0.463 -0.4478
C 0.472 0.403 1.292 0.2550
H 3.415 0.091 -1.740 0.4102
H -2.450 0.499 -2.160 0.2572
H -0.912 1.286 -1.457 0.2030
H 2.033 2.006 -1.126 0.2595
H -2.917 -1.326 0.919 0.5057
H 1.753 -2.459 0.119 0.2239
H 2.021 -2.455 1.928 0.2482
H 3.300 -1.441 -1.191 0.4026
H 0.049 0.172 2.151 0.2357
N 1.299 -0.557 0.848 -0.3033
```



> Which of these has the highest electronic energy?

C4H5NO